(i)
ORCA calculation (wB97M-V/def2-TZVPD) on C2H3N3O in the gas phase.

The geometry in ORCA input format:
```
! wB97M-V def2-TZVPD RIJCOSX def2/J DEFGRID3
* xyz 0 1
O -2.33970 -0.39075 0.01974
C -1.20074 -0.27357 -0.06333
N -0.14421 -1.38737 -0.02723
C 1.01363 -0.77676 0.02655
N 0.81261 0.49410 0.01752
N -0.58615 0.78518 -0.18953
H 1.93689 -1.26097 -0.25857
H 1.51795 1.19940 0.11939
H -1.01029 1.61074 0.35546
*
```

As for the frontier orbital gap: 9.788 eV. The calculation puts the highest occupied orbital energy at -9.260 eV. Its SMILES is O=c1nc[nH][nH]1. The calculation puts the molar mass at 85.1 g mol⁻¹.



(ii)
ORCA calculation (wB97M-V/def2-TZVPD) on C2H3N3O in the gas phase.

The geometry in ORCA input format:
```
! wB97M-V def2-TZVPD RIJCOSX def2/J DEFGRID3
* xyz 0 1
O -0.73654 1.86995 -0.17378
C -0.32266 0.62180 0.01916
C -0.88119 -0.55690 0.46007
N -0.02305 -1.55986 0.31908
N 1.02425 -1.01552 -0.18393
N 0.83392 0.27388 -0.51157
H 0.06473 2.47926 -0.34929
H -1.76452 -0.66045 1.03388
H 1.80504 -1.45216 -0.61361
*
```

As for the frontier orbital gap: 10.526 eV. The calculation puts the highest occupied orbital energy at -9.635 eV. Its SMILES is Oc1cn[nH]n1. The calculation puts the molar mass at 85.1 g mol⁻¹.



In order of decreasing stability: (ii), (i).



(i)
ORCA calculation (wB97M-V/def2-TZVPD) on C2H3N3O in the gas phase.

The geometry in ORCA input format:
```
! wB97M-V def2-TZVPD RIJCOSX def2/J DEFGRID3
* xyz 0 1
O -1.67858 -0.57228 -0.97518
N -0.56797 -0.31481 -0.22098
C 0.17403 0.79036 -0.33129
C 1.19735 0.57482 0.58101
N 1.00594 -0.62524 1.14681
N -0.04431 -1.19474 0.68158
H -2.02535 -1.43088 -0.70945
H -0.07675 1.56848 -1.02248
H 2.01565 1.20429 0.84999
*
```

As for the frontier orbital gap: 10.625 eV. The calculation puts the highest occupied orbital energy at -9.823 eV. Its SMILES is On1ccnn1. The calculation puts the molar mass at 85.1 g mol⁻¹.



(ii)
ORCA calculation (wB97M-V/def2-TZVPD) on C2H3N3O in the gas phase.

The geometry in ORCA input format:
```
! wB97M-V def2-TZVPD RIJCOSX def2/J DEFGRID3
* xyz 0 1
O -0.95351 1.10379 -1.39949
C -1.01108 0.41625 0.89633
N -0.14530 -0.27856 1.63482
N 0.81022 -0.78354 0.79282
C 0.59406 -0.43868 -0.46781
N -0.50820 0.29651 -0.39470
H -1.57781 1.65721 -0.88679
H 1.63778 -1.22515 1.16257
H 1.15385 -0.74782 -1.33776
*
```

As for the frontier orbital gap: 9.568 eV. The calculation puts the highest occupied orbital energy at -8.905 eV. The calculation puts the molar mass at 85.1 g mol⁻¹.



In order of decreasing stability: (i), (ii).



(i)
ORCA calculation (wB97M-V/def2-TZVPD) on C2H3N3O in the gas phase.

The geometry in ORCA input format:
```
! wB97M-V def2-TZVPD RIJCOSX def2/J DEFGRID3
* xyz 0 1
H 2.32468 0.82483 0.09255
N 2.17524 -0.32221 0.08116
C 1.00860 -0.04187 -0.26683
N 0.28218 0.97599 -0.14319
C -1.02425 0.61512 -0.01425
N -1.07344 -0.71583 -0.09745
O 0.17074 -1.23793 -0.11708
H -1.97614 1.12924 0.18665
H -1.88762 -1.22734 0.27844
*
```

As for the frontier orbital gap: 9.010 eV. The calculation puts the highest occupied orbital energy at -8.584 eV. Its SMILES is [H]/N=c1\nc[nH]o1. The calculation puts the molar mass at 85.1 g mol⁻¹.



(ii)
ORCA calculation (wB97M-V/def2-TZVPD) on C2H3N3O in the gas phase.

The geometry in ORCA input format:
```
! wB97M-V def2-TZVPD RIJCOSX def2/J DEFGRID3
* xyz 0 1
O 1.98577 0.13791 -0.46549
C 0.69332 -0.18533 -0.20148
C -0.35625 0.67944 0.03850
N -1.49426 0.03113 0.16320
N -0.98571 -1.61667 -0.06776
N 0.21304 -1.44882 -0.24906
H 2.50974 0.03927 0.33964
H -0.23755 1.75478 0.10558
H -2.32812 0.60829 0.33686
*
```

As for the frontier orbital gap: 9.535 eV. The calculation puts the highest occupied orbital energy at -8.781 eV. Its SMILES is Oc1c[nH]nn1. The calculation puts the molar mass at 85.1 g mol⁻¹.



In order of decreasing stability: (ii), (i).



(i)
ORCA calculation (wB97M-V/def2-TZVPD) on 2 unconnected molecules or ions with the total composition C3H9NO.

The geometry in ORCA input format:
```
! wB97M-V def2-TZVPD RIJCOSX def2/J DEFGRID3
* xyz 0 1
C -1.72234 0.52309 -0.33090
C -1.99887 -0.29073 0.73360
N -1.06871 -0.52682 1.75537
H -2.40011 0.28482 -1.13870
H -0.67583 0.68625 -0.54944
H -2.80918 -0.99972 0.71031
H -1.41397 -0.68570 2.68452
H -0.13443 -0.16717 1.70614
C 2.44896 0.15966 -0.43584
O 1.64072 0.26145 -1.61735
H 3.23346 0.91984 -0.53695
H 1.81811 0.43918 0.40063
H 2.90247 -0.83412 -0.29859
H 1.68473 -0.55412 -2.11245
*
```

As for the frontier orbital gap: 9.080 eV. The calculation puts the highest occupied orbital energy at -8.155 eV. Its SMILES is C=CN.CO. The calculation puts the molar mass at 75.1 g mol⁻¹.



(ii)
ORCA calculation (wB97M-V/def2-TZVPD) on 2 unconnected molecules or ions with the total composition C3H9NO.

The geometry in ORCA input format:
```
! wB97M-V def2-TZVPD RIJCOSX def2/J DEFGRID3
* xyz 0 1
C -3.10526 3.20350 -2.53623
C -2.09021 3.54547 -3.23297
H -3.34182 3.14466 -1.50215
H -4.09762 2.88210 -2.92884
H -1.23117 3.85869 -2.73884
H -2.07415 3.45632 -4.41968
N 2.60649 -2.59160 2.95964
C 1.86423 -2.02902 1.80306
O 0.98983 -2.91447 1.23145
H 2.17311 -3.02629 3.71593
H 3.44295 -2.95722 2.71748
H 1.31225 -1.11579 2.19139
H 2.66811 -1.75586 0.97018
H 0.88325 -3.70051 1.76959
*
```

As for the frontier orbital gap: 10.632 eV. The calculation puts the highest occupied orbital energy at -9.549 eV. Its SMILES is C=C.NCO. The calculation puts the molar mass at 75.1 g mol⁻¹.



(iii)
ORCA calculation (wB97M-V/def2-TZVPD) on 2 unconnected molecules or ions with the total composition C3H9NO.

The geometry in ORCA input format:
```
! wB97M-V def2-TZVPD RIJCOSX def2/J DEFGRID3
* xyz 0 1
N -2.40911 -2.23574 -0.05415
C -1.06933 -2.06946 -0.08829
O -0.16991 -2.86953 -0.55092
H -3.03273 -1.44855 0.03052
H -2.99072 -3.04452 -0.24901
H -0.69147 -1.08867 0.25964
C 0.99043 2.12173 0.58770
C 1.60259 1.04291 -0.34716
H 0.21007 1.81921 1.33550
H 0.57402 2.88058 -0.06771
H 1.81083 2.64911 1.12634
H 0.98479 0.08965 -0.44912
H 1.54759 1.45326 -1.41608
H 2.64295 0.70002 -0.11726
*
```

As for the frontier orbital gap: 10.697 eV. The calculation puts the highest occupied orbital energy at -9.922 eV. Its SMILES is NC=O.CC. The calculation puts the molar mass at 75.1 g mol⁻¹.



In order of decreasing stability: (iii), (i), (ii).



(i)
ORCA calculation (wB97M-V/def2-TZVPD) on a molecular structure, C3H9NO.

The geometry in ORCA input format:
```
! wB97M-V def2-TZVPD RIJCOSX def2/J DEFGRID3
* xyz 0 1
C -0.95871 0.16191 -1.20630
C -0.60944 -0.47919 0.17248
C 0.81697 -0.99771 0.21568
N 0.72262 -0.54322 1.50214
H -2.05642 0.21273 -1.44134
H -0.48513 -0.50026 -1.99391
H -0.64821 1.25497 -1.11990
H -1.25868 0.07112 0.92256
H -1.20559 -1.46384 0.20903
H 0.77631 -2.06669 -0.11488
H 1.61140 -0.46954 -0.49513
H 1.67247 2.32578 1.19177
H 0.75477 0.55948 1.33767
O 0.86764 1.93447 0.82012
*
```

As for the frontier orbital gap: 6.258 eV. The calculation puts the highest occupied orbital energy at -8.075 eV. The calculation puts the molar mass at 75.1 g mol⁻¹.



(ii)
ORCA calculation (wB97M-V/def2-TZVPD) on 2 unconnected molecules or ions with the total composition C3H9NO.

The geometry in ORCA input format:
```
! wB97M-V def2-TZVPD RIJCOSX def2/J DEFGRID3
* xyz 0 1
C -0.77479 1.63401 -2.78872
C -0.00045 2.41455 -3.55542
O -0.64244 3.43955 -4.23314
H -0.63151 0.65643 -2.36189
H -1.63499 2.20589 -2.45166
H 1.08432 2.45268 -3.58724
H -0.50508 4.28695 -3.79042
C 0.91041 -2.39901 2.87639
N -0.02719 -2.61553 4.07166
H 1.71598 -1.75830 3.22827
H 1.17955 -3.42868 2.65766
H 0.47944 -1.83144 2.05146
H -0.48458 -1.70805 4.09936
H -0.66865 -3.34906 3.78368
*
```

As for the frontier orbital gap: 10.325 eV. The calculation puts the highest occupied orbital energy at -9.464 eV. Its SMILES is C=CO.CN. The calculation puts the molar mass at 75.1 g mol⁻¹.



In order of decreasing stability: (ii), (i).



(i)
ORCA calculation (wB97M-V/def2-TZVPD) on 2 unconnected molecules or ions with the total composition C3H8NO3.

The geometry in ORCA input format:
```
! wB97M-V def2-TZVPD RIJCOSX def2/J DEFGRID3
* xyz -1 1
C -0.81956 1.29119 0.03821
N -0.32308 -0.07132 0.09544
C 0.84837 -0.34556 0.92692
O 1.46431 0.67031 1.31132
O 1.01339 -1.56193 1.17115
C -2.26055 1.28298 -0.43655
H -0.66063 1.76173 1.00980
H -0.17511 1.80631 -0.68115
H -1.06762 -0.76672 0.13491
H -2.70201 2.26688 -0.45633
H -2.89841 0.62104 0.17427
H -2.30780 0.92653 -1.45472
H 0.26456 -0.44358 -2.03100
H 0.97766 -1.67461 -1.66466
O 0.60794 -1.24601 -2.45203
*
```

As for the frontier orbital gap: 8.180 eV. The calculation puts the highest occupied orbital energy at -4.407 eV. The calculation puts the molar mass at 106.1 g mol⁻¹.



(ii)
ORCA calculation (wB97M-V/def2-TZVPD) on 2 unconnected molecules or ions with the total composition C3H8NO3.

The geometry in ORCA input format:
```
! wB97M-V def2-TZVPD RIJCOSX def2/J DEFGRID3
* xyz -1 1
C -1.09220 1.18989 -1.09968
N -1.79343 0.30168 -0.26601
C -1.36725 -1.14952 -0.21092
C -0.11820 -1.32732 0.97548
O 0.93513 -1.07371 0.36633
O -1.33646 2.35802 -1.18325
H -0.37728 0.71212 -1.75283
H -2.55715 0.61963 0.30752
H -0.88779 -1.51033 -1.15770
H -2.25693 -1.63665 0.10052
H -0.27232 -2.34567 1.30430
H -0.31623 -0.52670 1.78679
H 3.15433 -0.45087 0.40669
H 3.66878 0.32787 1.85628
O 3.88440 0.01826 0.94458
*
```

As for the frontier orbital gap: 6.818 eV. The calculation puts the highest occupied orbital energy at -2.713 eV. The calculation puts the molar mass at 106.1 g mol⁻¹.



(iii)
ORCA calculation (wB97M-V/def2-TZVPD) on a molecular structure, C3H8NO3.

The geometry in ORCA input format:
```
! wB97M-V def2-TZVPD RIJCOSX def2/J DEFGRID3
* xyz -1 1
O 1.52122 0.93810 -1.07713
C 1.23682 0.06008 -0.29611
N -0.06287 -0.55186 -0.06720
C -0.99445 0.05542 -1.07575
O -2.26373 -0.47873 -0.99180
C 2.32233 -0.57663 0.58348
H 0.29623 0.35238 0.51921
H -0.63587 -0.01667 -2.11118
H -1.09462 1.10059 -0.75688
H 2.09879 -1.64095 0.62033
H 3.29877 -0.32776 0.17794
H 2.29347 -0.16345 1.59399
H -2.61901 -0.07674 -0.07897
H -2.43131 0.59642 1.87391
O -2.96578 0.72980 1.08617
*
```

As for the frontier orbital gap: 7.224 eV. The calculation puts the highest occupied orbital energy at -3.705 eV. The calculation puts the molar mass at 106.1 g mol⁻¹.



(iv)
ORCA calculation (wB97M-V/def2-TZVPD) on a molecular structure, C3H8NO3.

The geometry in ORCA input format:
```
! wB97M-V def2-TZVPD RIJCOSX def2/J DEFGRID3
* xyz -1 1
O 1.91797 0.48162 1.56302
C 1.04754 0.11347 0.66958
N 1.59387 -0.47669 -0.71439
C 1.02150 0.24210 -1.70201
O -0.76510 0.45362 -1.60798
C 0.01339 -1.01517 1.15170
H 0.36702 1.06489 0.37773
H 0.98226 -0.10613 -2.72413
H 1.23133 1.37680 -1.60691
H 0.51521 -1.86484 1.77329
H -0.57821 -0.34120 1.76513
H -0.57741 -1.24591 0.27321
H -1.29583 0.36088 -0.63057
H -3.11046 0.19434 0.77871
O -2.36308 0.76220 0.63364
*
```

As for the frontier orbital gap: 4.749 eV. The calculation puts the highest occupied orbital energy at -3.994 eV. The calculation puts the molar mass at 106.1 g mol⁻¹.



In order of decreasing stability: (i), (ii), (iii), (iv).



(i)
ORCA calculation (wB97M-V/def2-TZVPD) on 2 unconnected molecules or ions with the total composition C3H8NO3.

The geometry in ORCA input format:
```
! wB97M-V def2-TZVPD RIJCOSX def2/J DEFGRID3
* xyz -1 1
C 1.26902 1.65082 1.31642
N 1.71204 0.35152 0.88022
C 0.77304 -0.70672 1.11733
C -0.33220 -0.45363 0.08214
O -1.35663 -0.04178 0.64442
O 0.00999 -0.79246 -1.02481
H 0.32989 2.05050 0.84035
H 2.01059 2.46203 1.18186
H 0.72119 1.32531 2.34652
H 1.90910 0.38675 -0.15225
H 0.52638 -0.78017 2.22359
H 1.29373 -1.61650 0.89316
H -1.94205 0.58539 -2.27749
H -1.42131 -0.91895 -2.08304
O -1.86222 -0.27799 -2.64831
*
```

As for the frontier orbital gap: 7.668 eV. The calculation puts the highest occupied orbital energy at -3.514 eV. The calculation puts the molar mass at 106.1 g mol⁻¹.



(ii)
ORCA calculation (wB97M-V/def2-TZVPD) on a molecular structure, C3H8NO3.

The geometry in ORCA input format:
```
! wB97M-V def2-TZVPD RIJCOSX def2/J DEFGRID3
* xyz -1 1
C -0.27204 -0.66588 1.34928
N 0.85594 0.16053 0.87078
C 0.54475 1.41502 0.38546
O -0.56949 1.86752 0.64740
O 1.53244 1.94549 -0.36934
C -1.10206 -1.14909 0.15529
H 0.16020 -1.56984 1.80216
H -0.85482 -0.20284 2.16387
H 0.42812 0.27246 -0.22211
H -1.86760 -0.40256 -0.06599
H -1.42757 -2.17262 0.36597
H -0.48851 -1.22842 -0.75609
H 1.27283 1.52891 -1.25055
H 1.20207 -0.10380 -2.84423
O 0.58573 0.30511 -2.23190
*
```

As for the frontier orbital gap: 8.253 eV. The calculation puts the highest occupied orbital energy at -4.141 eV. The calculation puts the molar mass at 106.1 g mol⁻¹.



In order of decreasing stability: (i), (ii).



(i)
ORCA calculation (wB97M-V/def2-TZVPD) on 2 unconnected molecules or ions with the total composition C2H5FSi.

The geometry in ORCA input format:
```
! wB97M-V def2-TZVPD RIJCOSX def2/J DEFGRID3
* xyz 0 1
C 1.49197 0.45293 -0.02523
C 0.37812 -0.25734 0.07495
F 2.71982 -0.06255 0.14634
Si -1.40000 0.01527 0.07900
H 1.72677 1.47112 -0.27858
H 0.55481 -1.97758 -0.07978
H -1.32040 1.54622 0.09382
H -1.78837 -0.81086 1.12424
H -2.36273 -0.37721 -1.13477
*
```

As for the frontier orbital gap: 10.147 eV. The calculation puts the highest occupied orbital energy at -10.094 eV. The calculation puts the molar mass at 76.1 g mol⁻¹.



(ii)
ORCA calculation (wB97M-V/def2-TZVPD) on C2H5FSi in the gas phase.

The geometry in ORCA input format:
```
! wB97M-V def2-TZVPD RIJCOSX def2/J DEFGRID3
* xyz 0 1
C 0.54342 -0.70030 -1.21687
C 0.65358 -0.61713 0.13186
Si -0.56168 0.58298 0.84047
F -0.93219 0.90564 2.42522
H -0.17875 -0.02499 -1.70162
H 1.18341 -1.37609 -1.71035
H 1.34483 -1.20365 0.70257
H -1.98676 0.43820 0.27412
H -0.06586 1.99535 0.25461
*
```

As for the frontier orbital gap: 10.833 eV. The calculation puts the highest occupied orbital energy at -10.174 eV. Its SMILES is C=C[SiH2]F. The calculation puts the molar mass at 76.1 g mol⁻¹.



(iii)
ORCA calculation (wB97M-V/def2-TZVPD) on 2 unconnected molecules or ions with the total composition C2H5FSi.

The geometry in ORCA input format:
```
! wB97M-V def2-TZVPD RIJCOSX def2/J DEFGRID3
* xyz 0 1
C 1.22469 -0.81344 0.46901
C 0.55035 -0.35788 -0.55757
F -2.03048 -0.41452 0.58894
Si -1.09743 0.48226 -0.37169
H 2.35066 -0.91231 0.59419
H 0.64235 -0.90280 1.34813
H 0.98952 0.17661 -1.35343
H -0.65532 2.01672 0.75883
H -1.97432 0.72535 -1.47641
*
```

As for the frontier orbital gap: 10.173 eV. The calculation puts the highest occupied orbital energy at -9.943 eV. The calculation puts the molar mass at 76.1 g mol⁻¹.



In order of decreasing stability: (ii), (iii), (i).